[1]
A 10-piece molecular cluster, C48H40BF4O30 overall at a distorted geometry, computed with ωB97M-V with the def2-TZVPD basis set.

XYZ file:
```
123
Properties=species:S:1:pos:R:3
B -15.256 -24.770 6.731
F -14.408 -24.509 5.732
F -14.837 -24.473 7.977
F -16.567 -24.324 6.529
F -15.484 -26.238 6.716
C -22.367 -24.589 5.082
C -23.415 -25.544 5.707
C -23.060 -26.540 6.703
O -23.855 -27.252 7.258
C -21.592 -26.501 7.071
C -20.574 -25.607 6.499
C -21.030 -24.543 5.504
O -20.171 -23.740 5.028
O -19.222 -25.446 6.851
O -24.708 -25.545 5.249
H -22.528 -24.031 4.304
H -21.302 -27.078 8.081
H -18.834 -24.653 6.419
H -25.229 -26.064 5.753
C -13.240 -19.911 8.710
C -13.320 -21.484 8.657
C -12.165 -22.285 8.310
O -12.178 -23.452 8.374
C -11.026 -21.568 7.751
C -10.963 -19.981 7.696
C -12.045 -19.180 8.256
O -12.011 -17.986 8.371
O -10.081 -19.173 7.064
O -14.582 -22.116 8.941
H -14.047 -19.172 9.202
H -10.151 -22.107 7.302
H -9.327 -19.666 6.922
H -14.612 -22.932 8.485
C -20.235 -26.060 1.515
C -19.768 -24.767 0.962
C -18.406 -24.233 1.396
O -18.081 -23.163 0.931
C -17.799 -24.857 2.521
C -18.327 -26.227 3.076
C -19.573 -26.825 2.568
O -20.095 -27.855 2.992
O -17.754 -26.884 4.056
O -20.480 -24.141 -0.061
H -21.205 -26.457 0.877
H -17.020 -24.489 3.053
H -17.142 -26.357 4.556
H -19.843 -23.526 -0.222
C -11.073 -28.542 7.059
C -11.281 -27.169 7.825
C -10.422 -26.881 8.947
O -10.471 -25.862 9.540
C -9.409 -27.858 9.339
C -9.374 -29.232 8.699
C -10.089 -29.493 7.514
O -9.944 -30.638 6.894
O -8.480 -30.112 9.123
O -12.216 -26.233 7.406
H -11.743 -28.735 6.212
H -8.858 -27.559 10.153
H -7.879 -29.560 9.692
H -12.085 -25.385 7.809
C -16.746 -19.127 7.351
C -16.887 -20.719 7.404
C -17.469 -21.336 8.586
O -17.676 -22.519 8.576
C -17.832 -20.546 9.729
C -17.602 -18.973 9.749
C -17.148 -18.341 8.515
O -16.873 -17.126 8.451
O -17.489 -18.186 10.752
O -16.496 -21.461 6.313
H -16.435 -18.499 6.494
H -18.142 -21.114 10.640
H -17.908 -18.742 11.505
H -16.833 -22.364 6.474
C -10.671 -20.332 3.576
C -11.932 -19.400 3.791
C -13.108 -19.932 4.456
O -14.085 -19.363 4.630
C -13.105 -21.357 4.787
C -11.928 -22.294 4.549
C -10.636 -21.730 4.033
O -9.631 -22.419 3.723
O -11.995 -23.620 4.906
O -11.825 -18.041 3.629
H -9.719 -19.653 3.292
H -13.880 -21.883 5.207
H -12.790 -23.989 5.194
H -12.674 -17.659 3.956
C -14.042 -29.664 10.262
C -14.341 -28.949 9.001
C -14.137 -29.603 7.715
O -14.324 -29.010 6.641
C -13.790 -31.045 7.726
C -13.466 -31.765 9.080
C -13.514 -31.033 10.382
O -13.201 -31.553 11.428
O -13.098 -33.074 9.052
O -14.712 -27.607 9.085
H -14.441 -29.156 11.202
H -13.795 -31.517 6.811
H -12.799 -33.066 8.099
H -14.824 -27.365 8.149
C -14.645 -27.810 1.878
C -13.308 -27.615 2.661
O -12.285 -27.984 2.100
C -13.349 -26.901 3.956
H -15.423 -28.430 2.228
H -14.386 -28.149 0.863
H -15.218 -26.904 1.805
H -12.366 -26.808 4.412
H -13.972 -27.627 4.531
H -13.904 -25.995 3.765
C -19.264 -24.590 10.998
C -18.011 -24.093 11.609
O -17.967 -23.390 12.611
C -16.647 -24.487 10.928
H -20.080 -24.155 11.458
H -19.072 -25.599 10.797
H -19.353 -24.315 9.979
H -16.836 -24.788 9.920
H -16.203 -25.330 11.474
H -15.854 -23.511 11.053
```

Results
- E_HOMO: -6.754 eV
- Orbital gap: 5.985 eV
- ΔE to the lowest compared entry with this formula, charge and spin: 3.4 kcal per mole
- Largest force on an atom: 9.75 eV/Å
- Net charge: -1

[2]
A 8-piece molecular cluster, C48H40BrClFNO16S overall at a distorted geometry, computed with ωB97M-V with the def2-TZVPD basis set.

XYZ file:
```
109
Properties=species:S:1:pos:R:3
C -2.868 -3.378 0.190
C -3.208 -3.329 -1.309
C -2.132 -3.931 -2.197
Cl -2.665 -3.977 -3.912
N -0.766 -3.407 -2.020
C 0.265 -4.485 -2.140
Br 2.037 -3.865 -2.596
C 0.371 -5.196 -0.795
C 1.275 -6.442 -0.842
S -0.515 -2.005 -2.856
O -0.077 -2.197 -4.195
O -1.680 -1.193 -2.706
F 0.583 -1.226 -2.076
H -3.487 -4.147 0.651
H -3.165 -2.449 0.662
H -1.820 -3.577 0.394
H -4.054 -4.004 -1.451
H -3.529 -2.364 -1.663
H -2.064 -4.979 -1.914
H -0.091 -5.208 -2.868
H 0.779 -4.480 -0.079
H -0.624 -5.436 -0.423
H 0.803 -7.256 -0.297
H 2.213 -6.227 -0.339
H 1.475 -6.735 -1.869
O -0.672 -7.066 -3.843
C -1.111 -7.617 -4.831
C -0.250 -8.493 -5.663
C -0.729 -9.103 -6.743
C -2.146 -8.935 -7.159
O -2.582 -9.494 -8.141
C -3.005 -8.058 -6.324
C -2.525 -7.446 -5.246
H 0.777 -8.603 -5.340
H -0.121 -9.746 -7.366
H -4.033 -7.949 -6.645
H -3.131 -6.802 -4.622
O -2.291 -0.510 1.584
C -1.432 0.346 1.606
C -1.525 1.542 2.477
C -0.563 2.461 2.483
C 0.637 2.317 1.618
O 1.520 3.151 1.630
C 0.730 1.121 0.746
C -0.237 0.208 0.745
H -2.408 1.620 3.099
H -0.600 3.344 3.113
H 1.614 1.042 0.124
H -0.211 -0.676 0.124
O -8.393 2.773 -1.783
C -7.639 1.859 -1.526
C -6.203 1.907 -1.902
C -5.387 0.893 -1.622
C -5.874 -0.320 -0.922
O -5.121 -1.237 -0.673
C -7.308 -0.368 -0.543
C -8.126 0.643 -0.822
H -5.864 2.798 -2.414
H -4.337 0.899 -1.888
H -7.640 -1.264 -0.033
H -9.176 0.631 -0.557
O 6.639 3.975 5.548
C 6.214 3.420 4.552
C 7.071 2.502 3.760
C 6.598 1.909 2.665
C 5.208 2.135 2.196
O 4.783 1.585 1.202
C 4.353 3.055 2.993
C 4.826 3.647 4.087
H 8.091 2.342 4.118
H 7.199 1.235 2.069
H 3.341 3.210 2.636
H 4.225 4.321 4.685
O 1.719 4.106 9.533
C 1.208 4.212 8.441
C 1.903 4.910 7.329
C 1.338 5.027 6.130
C -0.006 4.465 5.855
O -0.515 4.571 4.758
C -0.702 3.768 6.963
C -0.139 3.650 8.163
H 2.884 5.311 7.552
H 1.822 5.532 5.303
H -1.682 3.366 6.739
H -0.626 3.145 8.987
O 12.696 7.001 4.430
C 12.093 5.951 4.454
C 12.804 4.653 4.329
C 12.142 3.500 4.354
C 10.667 3.463 4.508
O 10.071 2.403 4.531
C 9.954 4.758 4.635
C 10.617 5.911 4.610
H 13.879 4.704 4.218
H 12.638 2.542 4.265
H 8.879 4.709 4.756
H 10.120 6.867 4.704
O -6.144 4.029 -4.157
C -6.534 3.472 -5.162
C -5.637 2.599 -5.958
C -6.070 1.989 -7.058
C -7.467 2.156 -7.533
O -7.861 1.599 -8.534
C -8.363 3.029 -6.733
C -7.930 3.639 -5.633
H -4.623 2.490 -5.594
H -5.434 1.348 -7.656
H -9.377 3.136 -7.096
H -8.565 4.277 -5.031
```

Results
- E_HOMO: -9.987 eV
- Orbital gap: 8.201 eV
- SMILES: CC[C@@H](Cl)N([C@@H](Br)CC)S(=O)(=O)F.O=C1C=CC(=O)C=C1.O=C1C=CC(=O)C=C1.O=C1C=CC(=O)C=C1.O=C1C=CC(=O)C=C1.O=C1C=CC(=O)C=C1.O=C1C=CC(=O)C=C1.O=C1C=CC(=O)C=C1
- ΔE to the lowest compared entry with this formula, charge and spin: 8.6 kcal per mole
- Largest force on an atom: 3.09 eV/Å

[3]
C48H40Cl2MoN9O4Se as an isolated structure at a distorted geometry, computed with ωB97M-V with the def2-TZVPD basis set.

XYZ file:
```
105
Properties=species:S:1:pos:R:3
Mo 1.342 0.895 -0.889
C 5.733 4.297 3.140
O 4.423 4.496 3.626
C 3.382 3.939 2.997
C 2.121 4.248 3.543
C 0.979 3.745 2.988
C 1.021 2.888 1.874
C -0.165 2.474 1.168
C -1.478 3.136 1.495
O -0.115 1.651 0.222
C 2.300 2.552 1.336
O 2.352 1.761 0.282
C 3.460 3.099 1.890
H 6.373 4.885 3.795
H 5.834 4.660 2.115
H 6.030 3.245 3.189
H 2.083 4.903 4.399
H 0.027 4.012 3.418
H -1.395 4.197 1.251
H -1.723 3.052 2.550
H -2.271 2.698 0.895
H 4.401 2.844 1.425
Cl 1.492 -1.667 -4.071
C -0.147 -1.109 -4.036
C -1.073 -1.490 -5.004
C -2.348 -0.967 -4.986
Cl -3.483 -1.469 -6.179
C -2.732 -0.017 -4.008
C -3.976 0.643 -3.976
C -4.225 1.567 -2.989
C -3.248 1.788 -2.011
N -2.084 1.181 -1.993
C -1.804 0.316 -2.985
C -0.493 -0.248 -2.996
O 0.350 0.082 -2.045
H -0.779 -2.191 -5.768
H -4.708 0.421 -4.735
H -5.157 2.108 -2.952
H -3.425 2.496 -1.213
C 3.493 -0.127 3.042
C 3.656 -1.469 2.332
C 2.320 -2.161 2.256
C 1.948 -2.956 3.333
C 0.734 -3.608 3.353
C -0.139 -3.445 2.295
C 0.164 -2.613 1.228
C -0.863 -2.373 0.125
C -0.314 -2.825 -1.229
C 1.409 -1.956 1.204
N 1.835 -1.148 0.105
C 2.853 -1.651 -0.543
C 3.514 -0.935 -1.547
C 4.653 -1.219 -2.315
C 4.905 -0.084 -3.074
C 3.919 0.843 -2.745
N 3.068 0.342 -1.834
H 4.443 0.401 3.066
H 3.145 -0.269 4.062
H 2.760 0.479 2.511
H 4.357 -2.093 2.889
H 4.088 -1.284 1.347
H 2.632 -3.069 4.161
H 0.464 -4.242 4.182
H -1.071 -3.980 2.311
H -1.284 -0.440 -0.669
H -2.800 -2.861 -0.602
H 0.548 -2.235 -1.524
H -1.078 -2.745 -2.000
H -0.003 -3.864 -1.156
H 3.214 -2.649 -0.292
H 5.212 -2.136 -2.303
H 5.699 0.053 -3.783
H 3.801 1.843 -3.131
N -8.705 -5.823 3.051
C -7.695 -5.336 2.812
C -6.460 -4.725 2.486
C -6.190 -4.392 1.158
C -5.002 -3.773 0.837
C -4.086 -3.434 1.832
C -4.350 -3.778 3.156
C -5.520 -4.439 3.478
N -2.905 -2.740 1.501
C -2.777 -1.423 1.887
C -1.989 -0.563 1.220
N -1.132 -0.943 0.195
C -2.211 -3.116 0.292
H -6.916 -4.606 0.388
H -4.802 -3.520 -0.191
H -3.626 -3.541 3.922
H -5.720 -4.739 4.496
H -3.399 -1.103 2.707
H -1.990 0.484 1.467
H -2.061 -4.198 0.294
Se 0.606 5.841 -0.435
N 0.344 6.025 -2.172
C 0.561 4.860 -2.770
C 0.504 4.591 -4.140
C 0.800 3.297 -4.540
C 1.112 2.315 -3.618
N 1.140 2.520 -2.284
C 0.903 3.777 -1.873
N 0.989 4.103 -0.597
H 0.266 5.373 -4.839
H 0.796 3.041 -5.587
H 1.362 1.318 -3.957
```

Results
- E_HOMO: -9.088 eV
- Orbital gap: 4.571 eV
- Largest force on an atom: 4.35 eV/Å
- Net charge: +1

no.,LUMO level (eV)
1,-0.8
2,-1.8
3,-4.5